No. 1
{
  "formula": "C16H27N",
  "method": "ωB97M-V with the def2-TZVPD basis set",
  "gap_ev": 9.20,
  "total_charge": 0,
  "smiles": "C#CCCC[C@@H]1CC[C@@H](CC)[C@@H]2CCCCN12",
  "e_lumo_ev": 0.96,
  "species": ["C", "C", "C", "C", "C", "C", "C", "C", "C", "C", "C", "C", "C", "C", "C", "C", "N", "H", "H", "H", "H", "H", "H", "H", "H", "H", "H", "H", "H", "H", "H", "H", "H", "H", "H", "H", "H", "H", "H", "H", "H", "H", "H", "H"],
  "xyz": [[0.8474, 2.8131, 4.8624], [1.0164, 3.1171, 3.6809], [1.3762, 3.5081, 2.2908], [0.9080, 2.4527, 1.2859], [1.3967, 1.0187, 1.6613], [1.0360, -0.0750, 0.6417], [1.9207, 0.0104, -0.5910], [1.1288, 0.1532, -1.8717], [-0.0272, -0.8103, -2.0330], [0.3774, -2.1740, -2.6414], [1.0132, -2.1051, -4.0524], [-0.7853, -1.1197, -0.7542], [-2.3021, -1.0640, -1.0345], [-3.0693, -1.5298, 0.2019], [-2.7806, -0.4389, 1.2234], [-1.2895, -0.3825, 1.5609], [-0.4571, -0.1702, 0.3317], [0.6364, 2.6550, 5.8976], [2.4563, 3.5325, 2.2673], [1.0339, 4.5162, 2.0555], [-0.1882, 2.4851, 1.2732], [1.3259, 2.6842, 0.3132], [0.9654, 0.7646, 2.6524], [2.5015, 1.0350, 1.8311], [1.3523, -1.0261, 1.0511], [2.5701, 0.9013, -0.4658], [2.6212, -0.8091, -0.6724], [0.7108, 1.1453, -1.8932], [1.8034, 0.1152, -2.7635], [-0.7064, -0.2909, -2.7291], [-0.4880, -2.8642, -2.7737], [1.1180, -2.6279, -1.9831], [1.9651, -1.5896, -3.9711], [0.3789, -1.5604, -4.7153], [1.1116, -3.1491, -4.4343], [-0.6283, -2.1296, -0.4163], [-2.5549, -0.0460, -1.3531], [-2.5522, -1.7552, -1.8656], [-2.7667, -2.5304, 0.5763], [-4.1849, -1.6167, 0.0552], [-3.3764, -0.6582, 2.1074], [-3.1597, 0.5149, 0.8588], [-1.2260, 0.4256, 2.2829], [-1.0288, -1.3255, 2.0515]],
  "atomic_forces_ev_per_a": [[0.20, 0.94, -2.90], [-0.17, -0.19, 2.61], [0.01, -0.83, 0.73], [0.01, -0.79, 0.40], [-0.60, 0.44, 0.75], [-0.93, -0.66, 0.19], [0.29, 1.26, -0.66], [0.75, 0.26, -0.70], [0.00, -0.91, -0.85], [-0.03, 0.06, -1.18], [0.00, -0.88, 1.11], [-0.97, 1.42, 0.73], [-0.04, -1.40, -0.46], [-1.06, 0.73, -0.08], [-0.36, -0.84, 0.36], [-0.28, 0.09, -1.14], [0.66, 0.88, 0.78], [0.06, -0.13, -0.20], [0.49, 0.16, -0.01], [-0.22, -0.11, 0.04], [0.21, -0.19, -0.39], [-0.24, 0.27, -0.36], [0.23, 0.09, -0.52], [-0.69, -0.11, -0.33], [-0.22, -0.52, 0.87], [-0.24, -0.34, -0.29], [0.00, -0.51, 0.20], [-0.20, 0.53, 0.06], [-0.47, -0.06, 0.66], [-0.04, -0.39, 0.10], [0.36, 0.53, 0.68], [-0.15, -0.27, 0.22], [0.26, -0.21, -0.40], [-0.47, 0.43, -0.61], [0.28, 0.88, 0.14], [0.63, -0.87, 0.17], [-0.19, -0.16, 0.23], [0.42, 0.41, 0.10], [0.21, 0.54, -0.33], [1.05, 0.20, -0.18], [0.26, 0.10, 0.48], [0.21, 0.13, -0.17], [0.77, 0.18, -0.03], [0.22, -0.15, 0.18]]
}

No. 2
{
  "formula": "C16H27N2",
  "method": "ωB97M-V with the def2-TZVPD basis set",
  "gap_ev": 10.18,
  "total_charge": 1,
  "smiles": "CN(C)C[C@@H]1CCC[N@H+]1C(C)(C)c1ccccc1",
  "e_lumo_ev": -2.15,
  "species": ["C", "N", "C", "C", "C", "C", "C", "C", "N", "C", "C", "C", "C", "C", "C", "C", "C", "C", "H", "H", "H", "H", "H", "H", "H", "H", "H", "H", "H", "H", "H", "H", "H", "H", "H", "H", "H", "H", "H", "H", "H", "H", "H", "H", "H"],
  "xyz": [[-2.1193, 3.3205, 0.2191], [-0.7744, 2.6780, 0.3593], [0.0379, 3.5054, 1.2645], [-0.1551, 2.5004, -0.9578], [0.9311, 1.3959, -0.9706], [1.2993, 1.2368, -2.4701], [0.9193, -0.1765, -2.8938], [-0.0558, -0.7236, -1.8307], [0.2718, 0.0326, -0.5057], [0.7613, -0.7934, 0.7931], [0.5856, -0.0192, 2.1221], [2.2378, -1.1111, 0.4856], [-0.0950, -2.1140, 0.8898], [0.3922, -3.3769, 0.5153], [-0.4312, -4.5143, 0.4912], [-1.7570, -4.4353, 0.9098], [-2.1957, -3.2448, 1.4764], [-1.3677, -2.1012, 1.4865], [-2.7152, 2.7387, -0.5140], [-2.6022, 3.3247, 1.1987], [-2.0261, 4.3717, -0.1314], [1.0556, 3.0922, 1.3202], [0.0844, 4.5673, 0.9214], [-0.4284, 3.4882, 2.2618], [-0.9753, 2.3275, -1.7020], [0.3047, 3.4605, -1.2820], [1.7969, 1.6487, -0.3299], [0.7991, 1.9364, -3.1583], [2.3363, 1.4589, -2.6658], [0.4871, -0.2047, -3.9088], [1.8175, -0.8128, -2.9805], [-1.0759, -0.4684, -2.0990], [0.0532, -1.7906, -1.6461], [-0.6414, 0.3370, -0.1316], [-0.3613, 0.5555, 2.1395], [0.5205, -0.6395, 3.0496], [1.4297, 0.6642, 2.3611], [2.2293, -1.5489, -0.5285], [2.7790, -0.1432, 0.4953], [2.7296, -1.8448, 1.1658], [1.4102, -3.4833, 0.1421], [-0.0515, -5.4377, 0.0555], [-2.4266, -5.2981, 0.8148], [-3.2344, -3.1689, 1.8361], [-1.7797, -1.1904, 1.9324]],
  "atomic_forces_ev_per_a": [[0.66, -0.38, -0.32], [-0.84, 0.38, -0.31], [-0.08, -0.08, -0.18], [-0.37, 0.64, 0.80], [-0.69, 0.20, -0.63], [0.10, -0.12, -0.27], [0.44, -0.93, -0.16], [1.04, 0.36, 0.35], [-1.17, 0.82, 0.30], [0.77, -1.80, 0.30], [-0.16, 0.95, 0.48], [-0.28, 0.16, -0.23], [-0.08, 0.10, 0.45], [-0.08, 0.05, -0.68], [0.09, 0.42, -0.22], [0.22, -0.06, 0.14], [-0.19, 0.66, -0.14], [-0.58, -0.16, -0.37], [0.19, 0.39, 0.55], [-0.06, -0.04, -0.20], [-0.09, -0.45, 0.08], [-0.28, 0.23, 0.14], [0.07, -0.56, 0.13], [0.31, 0.00, -0.30], [0.80, -0.36, 0.54], [0.13, -0.49, -0.06], [-0.64, -0.32, -0.25], [-0.30, 0.07, 0.83], [0.52, -0.24, 0.21], [-0.09, 0.06, 0.57], [-0.35, 0.16, 0.33], [-0.14, -0.11, 0.22], [-0.20, 0.09, -0.04], [0.25, 0.21, -0.23], [0.55, -0.05, -0.17], [0.14, -0.21, -1.20], [-0.53, -0.17, -0.60], [0.51, 0.23, 0.34], [0.02, -0.76, -0.09], [-0.59, 0.74, -0.30], [-0.24, 0.02, 0.07], [0.02, 0.20, 0.28], [0.33, 0.40, 0.13], [0.70, 0.01, -0.04], [0.18, -0.25, -0.26]]
}

No. 3
{
  "formula": "C16H27N5O2",
  "method": "ωB97M-V with the def2-TZVPD basis set",
  "gap_ev": 9.07,
  "total_charge": 0,
  "smiles": "CC(C)=O.CC(C)=O.CC#N.CC#N.CC#N.CC#N.CC#N",
  "e_lumo_ev": -0.06,
  "species": ["C", "C", "C", "O", "H", "H", "H", "H", "H", "H", "C", "C", "C", "O", "H", "H", "H", "H", "H", "H", "C", "C", "N", "H", "H", "H", "C", "C", "N", "H", "H", "H", "C", "C", "N", "H", "H", "H", "C", "C", "N", "H", "H", "H", "C", "C", "N", "H", "H", "H"],
  "xyz": [[2.0501, 2.7934, 4.0618], [2.8931, 1.9136, 3.0326], [2.4135, 0.5652, 2.5180], [4.0210, 2.3380, 2.6453], [2.4929, 3.7098, 4.4520], [1.7821, 2.1677, 4.9131], [1.1916, 3.1113, 3.4701], [2.2362, -0.1233, 3.3442], [3.1539, 0.1466, 1.8362], [1.5239, 0.7293, 1.9099], [-2.4353, 1.2800, -1.4263], [-2.1252, 0.0835, -2.2371], [-2.6835, 0.0347, -3.5973], [-1.6078, -0.9101, -1.7679], [-1.7006, 2.0418, -1.6871], [-2.3592, 1.0185, -0.3709], [-3.4690, 1.4753, -1.7116], [-3.0420, -0.9680, -3.8299], [-1.9106, 0.3277, -4.3079], [-3.6446, 0.5363, -3.7107], [0.6575, -4.0126, 1.1523], [0.9601, -2.5645, 1.4607], [1.1517, -1.4137, 1.7151], [0.9536, -4.6512, 1.9844], [1.2504, -4.4090, 0.3280], [-0.3893, -4.1547, 0.8836], [0.2811, -0.0927, 0.1205], [0.8462, 1.0249, -0.6298], [1.3511, 1.8998, -1.2708], [0.8625, -0.9788, -0.1344], [-0.7905, -0.2333, -0.0202], [0.4133, 0.0419, 1.1940], [-1.7220, -1.2076, 2.8002], [-1.9013, -0.1073, 1.9042], [-2.0575, 0.8365, 1.2328], [-0.7737, -1.6947, 2.5730], [-2.5650, -1.8839, 2.9412], [-1.6424, -0.7533, 3.7878], [0.7724, -3.0409, -1.7825], [0.2598, -2.9890, -3.1516], [-0.2019, -2.8796, -4.2132], [1.6336, -3.7006, -1.6763], [-0.1028, -3.2658, -1.1730], [1.1715, -2.0817, -1.4527], [0.5409, 3.2283, -2.9522], [-0.5708, 3.6118, -2.0771], [-1.4706, 3.8886, -1.4031], [1.4782, 2.8970, -2.5050], [0.6457, 4.0491, -3.6617], [0.1780, 2.3657, -3.5110]],
  "atomic_forces_ev_per_a": [[0.41, -1.23, -1.38], [3.91, 2.24, -0.04], [0.28, 1.59, 0.46], [-3.49, -1.15, 1.15], [0.67, -0.32, -0.43], [-0.41, -0.03, -0.14], [-0.48, -0.18, 0.34], [-0.21, 0.17, -0.09], [0.15, 0.15, 0.25], [0.33, 0.30, 0.81], [0.08, -1.32, -0.64], [-1.13, -0.66, 0.88], [-0.91, -0.79, -1.28], [0.56, -0.67, -0.03], [-1.05, -0.34, 0.19], [-0.20, 0.59, -1.17], [0.14, 0.96, 0.17], [0.87, -0.45, -0.01], [-0.33, 0.14, -0.30], [0.51, 1.05, 0.00], [0.62, 0.59, 0.27], [0.82, 2.49, 0.94], [0.31, -8.49, 0.92], [-0.34, 0.27, 0.30], [0.04, 0.50, -0.05], [0.01, 0.13, 0.26], [-0.07, 1.21, -1.19], [1.57, 3.38, -2.63], [-0.98, -6.13, 5.81], [-0.53, 0.89, -0.53], [0.89, -0.11, -0.79], [-0.36, 0.83, -1.22], [0.23, -0.21, 1.26], [-1.61, 2.62, -1.53], [0.19, -2.09, 3.72], [-0.56, -0.13, 0.25], [-0.01, -0.02, -0.76], [0.36, 0.03, 0.19], [-0.04, 0.34, -0.34], [-0.45, 0.61, -1.73], [0.85, -0.37, 1.71], [-0.44, -0.50, -0.11], [0.37, -0.21, 0.16], [-0.32, 0.13, -0.48], [-1.13, 1.34, -2.26], [0.29, 0.90, 0.88], [1.21, 0.64, -0.73], [-0.71, 1.40, -0.61], [0.06, 0.04, -0.24], [0.02, -0.12, -0.23]]
}

No. 4
{
  "formula": "C16H27NO",
  "method": "ωB97M-V with the def2-TZVPD basis set",
  "gap_ev": 9.27,
  "total_charge": 0,
  "smiles": "CCCC[C@H](CC)CNC[C@@H](O)c1ccccc1",
  "e_lumo_ev": 0.86,
  "species": ["C", "C", "C", "C", "C", "C", "C", "C", "N", "C", "C", "O", "C", "C", "C", "C", "C", "C", "H", "H", "H", "H", "H", "H", "H", "H", "H", "H", "H", "H", "H", "H", "H", "H", "H", "H", "H", "H", "H", "H", "H", "H", "H", "H", "H"],
  "xyz": [[2.5036, -1.4628, -4.9500], [3.2982, -1.6671, -3.6650], [2.8207, -0.7820, -2.5118], [1.4383, -1.1816, -1.9991], [0.9355, -0.3836, -0.7865], [0.8518, 1.1257, -1.0434], [-0.0332, 1.4973, -2.2274], [1.8070, -0.6683, 0.4547], [1.2839, -0.2577, 1.7409], [0.3612, -1.1311, 2.4215], [-1.1152, -1.1740, 1.9375], [-1.9120, -1.8562, 2.8892], [-1.6688, 0.2052, 1.6520], [-1.5013, 1.2451, 2.5606], [-2.0146, 2.5024, 2.2941], [-2.7107, 2.7359, 1.1209], [-2.9012, 1.7022, 0.2204], [-2.3846, 0.4467, 0.4861], [1.4683, -1.7689, -4.8245], [2.9334, -2.0520, -5.7571], [2.5207, -0.4156, -5.2452], [4.3487, -1.4409, -3.8642], [3.2388, -2.7157, -3.3645], [2.8066, 0.2551, -2.8502], [3.5423, -0.8591, -1.6969], [1.4623, -2.2395, -1.7228], [0.7116, -1.0760, -2.8051], [-0.0783, -0.7386, -0.5762], [1.8555, 1.5275, -1.1948], [0.4404, 1.6050, -0.1505], [-0.1587, 2.5770, -2.2747], [-1.0167, 1.0454, -2.1219], [0.4029, 1.1663, -3.1659], [2.0109, -1.7405, 0.5161], [2.7649, -0.1505, 0.3348], [0.9229, 0.6886, 1.6997], [0.7602, -2.1478, 2.3832], [0.3541, -0.8260, 3.4760], [-1.1929, -1.7912, 1.0365], [-1.9220, -1.3426, 3.7053], [-0.9618, 1.0801, 3.4829], [-1.8689, 3.3019, 3.0061], [-3.1077, 3.7183, 0.9124], [-3.4537, 1.8748, -0.6916], [-2.5435, -0.3594, -0.2161]],
  "atomic_forces_ev_per_a": [[0.13, -0.13, 0.17], [-0.03, 0.24, -0.02], [-0.08, -0.34, -0.02], [0.03, 0.26, 0.10], [0.24, -0.02, 0.09], [-0.22, -0.22, -0.02], [0.19, 0.05, 0.20], [-0.05, 0.09, -0.21], [-0.09, 0.30, 0.03], [-0.27, -0.01, -0.02], [0.38, 0.13, -0.06], [-0.11, -0.23, 0.24], [-0.03, -0.17, -0.10], [0.01, -0.05, -0.07], [0.01, 0.08, 0.12], [-0.04, 0.08, -0.04], [-0.06, 0.05, -0.07], [0.05, -0.02, 0.11], [-0.14, 0.00, -0.06], [-0.03, -0.03, -0.13], [-0.03, 0.12, -0.07], [0.03, -0.09, 0.02], [0.08, -0.05, 0.03], [0.06, 0.13, 0.03], [0.05, 0.11, 0.03], [-0.05, -0.08, -0.04], [-0.06, -0.09, -0.06], [-0.02, 0.00, 0.01], [0.08, 0.04, 0.06], [0.05, 0.05, 0.05], [-0.06, 0.09, -0.08], [-0.14, -0.05, -0.05], [0.00, -0.04, -0.17], [0.10, -0.03, -0.03], [0.03, -0.16, -0.13], [0.09, -0.06, 0.07], [-0.06, 0.02, 0.11], [-0.11, -0.15, 0.00], [0.03, 0.16, 0.03], [-0.01, -0.01, -0.03], [0.10, -0.02, 0.09], [0.01, 0.07, 0.05], [-0.03, 0.08, -0.02], [-0.04, 0.02, -0.08], [0.02, -0.10, -0.08]]
}

- Number 2 is which compound?
  C16H27N2